Below is one molecule with the formula C4H5N3 in a non-equilibrium geometry, with properties calculated with ωB97M-V/def2-TZVPD.

```
! RIJCOSX wB97M-V def2-TZVPD def2/J DEFGRID3
* xyz 0 1
N 1.9874 -1.4586 0.8224
C 0.9370 -1.2531 0.3818
C 1.2412 1.0308 -0.8390
C -0.4752 -1.2712 -0.0630
N -1.3756 -0.1589 0.1842
C -0.9751 1.0326 0.2693
N 0.3719 1.4566 0.0757
H 0.6430 0.3684 -1.5167
H -0.5177 -1.5356 -1.1252
H -0.8667 -2.1215 0.4962
H -1.6933 1.8167 0.5278
H 0.7231 2.0936 0.7864
*
```

Results
Highest occupied orbital energy ... -9.02 eV
Energy above the lowest of the compared OMol25 structures with the same formula, charge and spin ... 98.0 kcal per mole